Entry 1:
ORCA calculation (ωB97M-V/def2-TZVPD) on a 2-piece molecular cluster, C3H9BNO6 overall in a non-equilibrium geometry.

Output
**E_tot**: -17709.0917 eV
**E_LUMO**: 3.327 eV

The geometry in ORCA input format:
```
! wB97M-V def2-TZVPD RIJCOSX def2/J DEFGRID3
* xyz -1 1
O -0.07037 2.59551 -0.32888
O 0.55733 1.95726 0.78840
O 1.74053 -2.05314 0.42348
O -0.49849 -1.57189 -0.32790
O 2.79243 0.49824 2.47546
O -1.44512 0.97488 1.16243
N 0.49500 -0.23976 1.48279
C -0.60574 -0.84102 -1.54124
C -2.04019 -0.33262 -1.74382
C -0.25230 0.87071 1.15517
B 0.58286 -1.28179 0.51258
H -2.67262 -0.80523 -0.98859
H 3.54449 1.06813 2.31335
H -2.42441 -0.59444 -2.73274
H -0.31546 -1.48564 -2.37972
H 1.43519 0.02041 1.95453
H 0.08534 0.01228 -1.53700
H -2.10353 0.74276 -1.57466
H 1.62724 -2.92600 0.80409
H -0.43218 3.39136 0.08228
*
```

---

Entry 2:
ORCA calculation (ωB97M-V/def2-TZVPD) on an isolated molecule of C3H9BO in a non-equilibrium geometry.

Output
**ΔE to the lowest compared entry with this formula, charge and spin**: 2.3005 eV
**E_tot**: -5974.5312 eV
**<S²>**: 2.006
**E_LUMO (spin up / spin down)**: 0.649 / -3.969 eV

The geometry in ORCA input format:
```
! wB97M-V def2-TZVPD RIJCOSX def2/J DEFGRID3
* xyz 0 3
O 0.98027 -1.13264 1.42022
C -1.53523 -0.76559 0.53126
C 0.69984 0.84037 -1.57312
C 0.63280 0.90326 0.24591
B 0.00188 -0.38541 0.70330
H -1.52776 -1.63504 -0.05004
H 0.76263 1.80193 -1.88992
H -0.16832 0.22204 -1.96999
H -1.90220 -0.90742 1.58224
H -2.32315 -0.00582 0.16152
H 0.15603 1.82223 0.34454
H 1.59265 1.09707 0.76848
H 0.96205 -2.13436 1.43119
H 1.66850 0.27938 -1.70562
*
```

---

Among the records above, which one has the highest E_tot? C3H9BO

---

Look up the E_tot of the second one. -5974.5312 eV